Entry 1:
The following is a DFT calculation (ωB97M-V/def2-TZVPD) of C4H8O2 in the gas phase.

Summary:
F_max	0.22	eV Å⁻¹
spin multiplicity	1
electronic energy	-8370.6602	eV
HOMO-LUMO gap	10.44	eV
HOMO energy	-9.498	eV
relative energy (zero: lowest compared OMol25 entry of this formula, charge and spin)	252.9	kJ/mol

```
14
C4H8O2 | the OMol25 dataset | ωB97M-V/def2-TZVPD
O 0.80 1.14 -0.35
C 1.33 -0.19 -0.22
C 0.13 -1.13 -0.09
C -0.87 -0.31 0.74
C -0.83 1.08 0.11
O -1.25 1.23 -1.12
H 0.07 1.23 -1.26
H 1.94 -0.21 0.69
H 1.97 -0.40 -1.08
H 0.40 -2.08 0.38
H -0.30 -1.33 -1.07
H -1.89 -0.70 0.67
H -0.57 -0.26 1.79
H -0.92 1.93 0.81
```

=====

Entry 2:
The following is a DFT calculation (ωB97M-V/def2-TZVPD) of C4H6N2O in the gas phase.

Summary:
F_max	0.53	eV Å⁻¹
spin multiplicity	1
electronic energy	-9269.7246	eV
HOMO-LUMO gap	7.49	eV
HOMO energy	-7.271	eV
relative energy (zero: lowest compared OMol25 entry of this formula, charge and spin)	364.4	kJ/mol

```
13
C4H6N2O | the OMol25 dataset | ωB97M-V/def2-TZVPD
N 0.83 2.14 -0.74
C 0.47 0.78 -0.56
C 0.36 -0.27 -1.40
C -0.39 -1.28 -0.53
C -0.42 -0.74 0.86
O -0.82 -1.29 2.01
N 0.00 0.48 0.81
H 0.71 2.34 -1.73
H 1.81 2.30 -0.54
H -1.41 -1.12 -0.91
H -0.18 -2.35 -0.62
H -1.02 -2.22 1.87
H -0.02 1.14 1.58
```

=====

Entry 3:
The following is a DFT calculation (ωB97M-V/def2-TZVPD) of 6 unconnected molecules or ions with the total composition C32H64BrClN3O12S at a distorted geometry.

Summary:
charge	+1
F_max	9.58	eV Å⁻¹
spin multiplicity	1
electronic energy	-156634.1187	eV
HOMO-LUMO gap	5.52	eV
HOMO energy	-10.360	eV

```
114
C32H64BrClN3O12S | the OMol25 dataset | ωB97M-V/def2-TZVPD
C 3.40 5.14 0.74
C 3.13 3.49 0.83
C 2.03 2.96 -0.25
Br 0.29 3.82 0.39
C 1.94 1.38 -0.55
N 3.02 0.27 -0.59
S 4.72 0.43 -0.30
C 5.38 1.77 -1.45
O 5.42 -0.90 -0.77
O 5.13 0.61 1.19
C 2.57 -1.13 -0.95
C 0.96 -0.96 -1.22
Cl -0.29 -2.24 -1.75
N 0.73 0.51 -0.97
C -0.70 0.92 -1.22
C -1.06 1.89 -2.47
C -2.66 2.22 -2.49
C -3.62 1.56 -1.39
N -3.34 0.66 -0.23
C -1.87 0.43 -0.23
H 2.53 5.72 0.24
H 3.76 5.58 1.77
H 4.33 5.23 -0.01
H 2.68 3.32 1.91
H 4.19 3.01 0.79
H 2.26 3.51 -1.28
H 4.58 1.87 -2.33
H 6.39 1.46 -1.98
H 5.47 2.83 -0.96
H 3.14 -2.14 -1.07
H -0.27 2.32 -3.22
H -3.10 2.94 -3.31
H -4.78 1.83 -1.50
H -1.50 -0.25 0.68
C 0.89 -6.79 2.67
O 1.17 -6.54 1.30
C 0.18 -5.71 0.68
C 0.63 -4.25 0.62
O 0.77 -3.69 1.93
C 2.12 -3.69 2.38
H 1.81 -7.12 3.15
H 0.53 -5.90 3.20
H 0.14 -7.58 2.75
H -0.78 -5.81 1.20
H 0.05 -6.08 -0.34
H -0.15 -3.66 0.11
H 1.56 -4.14 0.05
H 2.66 -2.85 1.94
H 2.64 -4.62 2.13
H 2.12 -3.58 3.47
C -9.50 2.57 2.27
O -9.55 1.21 1.84
C -9.42 1.09 0.42
C -7.99 0.74 0.01
O -7.08 1.80 0.33
C -6.39 1.56 1.55
H -9.26 2.58 3.34
H -8.73 3.15 1.74
H -10.48 3.03 2.12
H -9.77 2.00 -0.08
H -10.08 0.26 0.11
H -7.96 0.62 -1.09
H -7.66 -0.20 0.45
H -5.56 0.87 1.38
H -7.04 1.15 2.33
H -5.99 2.52 1.91
C 5.04 -11.56 5.51
O 5.93 -10.76 4.73
C 5.26 -10.11 3.64
C 4.90 -8.66 3.98
O 3.95 -8.59 5.05
C 4.57 -8.35 6.31
H 5.51 -11.74 6.48
H 4.08 -11.07 5.68
H 4.88 -12.52 5.01
H 4.37 -10.68 3.33
H 5.96 -10.11 2.79
H 4.43 -8.20 3.10
H 5.80 -8.07 4.22
H 4.78 -7.28 6.40
H 5.49 -8.92 6.44
H 3.86 -8.64 7.09
C -7.86 3.60 -5.79
O -7.43 2.47 -5.04
C -7.99 2.44 -3.72
C -9.20 1.51 -3.65
O -10.28 1.99 -4.46
C -10.33 1.34 -5.73
H -7.68 3.39 -6.85
H -8.93 3.81 -5.65
H -7.28 4.48 -5.50
H -8.24 3.45 -3.39
H -7.21 2.05 -3.06
H -9.57 1.50 -2.62
H -8.94 0.48 -3.92
H -10.81 0.37 -5.63
H -9.34 1.21 -6.17
H -10.92 1.96 -6.41
C 7.36 5.40 -1.81
O 6.55 6.46 -1.33
C 7.13 7.14 -0.22
C 7.85 8.43 -0.65
O 8.96 8.15 -1.50
C 8.64 8.30 -2.88
H 7.04 5.15 -2.83
H 8.42 5.67 -1.84
H 7.23 4.52 -1.18
H 7.81 6.48 0.33
H 6.31 7.41 0.46
H 8.24 8.93 0.24
H 7.15 9.12 -1.14
H 8.68 9.36 -3.15
H 7.66 7.89 -3.13
H 9.40 7.76 -3.47
```

=====

Entry 4:
The following is a DFT calculation (ωB97M-V/def2-TZVPD) of a molecular structure, C6H9NS at a distorted geometry.

Summary:
F_max	3.13	eV Å⁻¹
spin multiplicity	1
electronic energy	-18690.5288	eV
HOMO-LUMO gap	9.27	eV
HOMO energy	-8.453	eV
relative energy (zero: lowest compared OMol25 entry of this formula, charge and spin)	258.7	kJ/mol

```
17
C6H9NS | the OMol25 dataset | ωB97M-V/def2-TZVPD
C 0.60 -2.21 0.27
C 0.17 -0.82 0.04
C 1.33 0.11 -0.47
C 0.19 1.18 -0.74
C -0.50 1.39 0.67
C -0.49 -0.02 1.22
H 1.11 -2.64 -0.57
H 1.30 -2.09 1.13
H -0.31 -2.80 0.53
H 2.15 0.33 0.29
H 1.81 -0.22 -1.36
H 0.39 2.07 -1.34
H -1.34 2.18 0.69
H 1.11 0.84 1.83
H -1.37 -0.47 1.80
N 0.15 1.02 1.94
S -0.86 -0.14 -1.41
```

=====

Entry 5:
The following is a DFT calculation (ωB97M-V/def2-TZVPD) of a molecular structure, C2H2FIO at a distorted geometry.

Summary:
F_max	2.54	eV Å⁻¹
spin multiplicity	1
electronic energy	-14969.8604	eV
HOMO-LUMO gap (alpha / beta)	7.22 / 7.10	eV
HOMO energy (alpha / beta)	-9.801 / -9.772	eV
relative energy (zero: lowest compared OMol25 entry of this formula, charge and spin)	108.7	kJ/mol

```
7
C2H2FIO | the OMol25 dataset | ωB97M-V/def2-TZVPD
C -0.72 -0.10 0.68
C 0.02 0.24 -0.54
O -1.35 0.69 1.33
F 0.10 1.50 -0.90
I 2.65 -0.70 -0.09
H -0.68 -1.18 0.90
H -0.01 -0.44 -1.38
```

=====

Entry 6:
The following is a DFT calculation (ωB97M-V/def2-TZVPD) of a gas-phase ion, H4NO3SSi (charge -1) at a distorted geometry.

Summary:
charge	-1
F_max	5.69	eV Å⁻¹
spin multiplicity	1
electronic energy	-26410.3686	eV
HOMO-LUMO gap	7.43	eV
HOMO energy	-3.609	eV
relative energy (zero: lowest compared OMol25 entry of this formula, charge and spin)	126.8	kJ/mol

```
10
H4NO3SSi | the OMol25 dataset | ωB97M-V/def2-TZVPD
N -1.44 -0.49 -1.35
O 1.95 0.46 1.62
O 0.10 -1.30 1.12
O -0.46 0.97 1.73
Si 0.25 0.32 -1.10
S 0.61 0.29 1.05
H -0.67 -1.29 0.52
H -1.96 -0.41 -0.47
H 1.33 -0.36 -1.75
H 0.29 1.80 -1.36
```

=====

Entry 7:
The following is a DFT calculation (ωB97M-V/def2-TZVPD) of a molecular structure, C8H10 at a distorted geometry.

Summary:
F_max	7.59	eV Å⁻¹
spin multiplicity	1
electronic energy	-8452.5572	eV
HOMO-LUMO gap	8.78	eV
HOMO energy	-8.199	eV
relative energy (zero: lowest compared OMol25 entry of this formula, charge and spin)	551.1	kJ/mol

```
18
C8H10 | the OMol25 dataset | ωB97M-V/def2-TZVPD
C 2.56 -0.19 -0.19
C 1.19 0.16 -0.04
C 0.63 1.52 0.20
C -0.74 1.63 -0.27
C -1.64 0.23 -0.09
C -1.01 -0.81 -0.86
C 0.23 -0.86 0.19
C -0.81 -0.46 1.09
H 3.34 0.63 -0.33
H 2.78 -1.42 -0.17
H 1.18 2.32 0.43
H -1.50 2.45 -0.40
H -2.73 0.37 -0.02
H -1.37 -1.72 -1.22
H -0.77 -0.38 -1.80
H 0.52 -1.93 0.22
H -0.52 -0.14 2.12
H -1.33 -1.40 1.14
```

=====

Entry 8:
The following is a DFT calculation (ωB97M-V/def2-TZVPD) of a molecular structure, C37H40O2P2Tc at a distorted geometry.

Summary:
expectation value of S²	3.787
charge	+2
F_max	3.36	eV Å⁻¹
spin multiplicity	4
electronic energy	-63869.4493	eV
HOMO-LUMO gap (alpha / beta)	6.29 / 6.05	eV
HOMO energy (alpha / beta)	-13.560 / -14.065	eV
relative energy (zero: lowest compared OMol25 entry of this formula, charge and spin)	24.7	kJ/mol

```
82
C37H40O2P2Tc | the OMol25 dataset | ωB97M-V/def2-TZVPD
Tc 0.47 0.01 2.59
C -2.19 0.26 5.18
C -2.77 0.04 3.98
C -3.18 1.08 2.96
C -2.24 1.85 1.98
C -0.73 1.76 2.06
C -0.10 1.96 3.35
C -0.96 2.46 4.53
C -1.54 1.53 5.61
C 2.08 0.26 1.45
H -1.93 -0.58 5.83
H -2.81 -0.98 3.58
H -3.79 1.86 3.47
H -3.84 0.54 2.26
H -2.51 1.60 0.94
H -2.49 2.93 2.07
H -0.24 2.33 1.26
H 0.81 2.56 3.29
H -1.72 3.16 4.16
H -0.25 3.12 5.06
H -0.71 1.30 6.29
H -2.26 2.14 6.18
H 2.65 -0.63 1.13
H 2.75 0.92 2.02
H 1.77 0.81 0.56
P -0.30 -1.40 -2.14
P 1.07 0.89 -1.90
C -1.33 0.04 -2.53
C -0.67 1.22 -2.31
C -0.57 -2.56 -3.56
C -1.64 -2.51 -4.47
C -1.81 -3.54 -5.40
C -0.90 -4.60 -5.44
C 0.21 -4.63 -4.58
C 0.37 -3.61 -3.64
C -1.26 -2.27 -0.87
C -0.79 -2.02 0.43
C -1.52 -2.49 1.51
C -2.63 -3.31 1.31
C -3.07 -3.59 0.02
C -2.41 -3.04 -1.08
C 1.91 1.03 -3.56
C 1.70 0.03 -4.54
C 2.35 0.10 -5.78
C 3.21 1.16 -6.06
C 3.37 2.18 -5.13
C 2.71 2.13 -3.89
C 1.65 2.41 -1.10
C 2.96 2.34 -0.57
C 3.41 3.32 0.31
C 2.59 4.43 0.57
C 1.35 4.55 -0.05
C 0.86 3.55 -0.89
H -2.35 -0.12 -2.90
H -1.05 2.23 -2.45
H -2.33 -1.66 -4.46
H -2.67 -3.51 -6.08
H -1.05 -5.40 -6.16
H 0.94 -5.43 -4.64
H 1.24 -3.61 -2.98
H 0.14 -1.46 0.55
H -1.22 -2.22 2.53
H -3.15 -3.70 2.18
H -3.93 -4.25 -0.14
H -2.78 -3.21 -2.09
H 1.01 -0.81 -4.35
H 2.18 -0.69 -6.51
H 3.72 1.20 -7.02
H 4.02 3.03 -5.35
H 2.83 2.96 -3.19
H 3.55 1.44 -0.74
H 4.37 3.20 0.80
H 2.94 5.19 1.27
H 0.73 5.44 0.13
H -0.12 3.63 -1.36
C 1.23 -2.46 5.73
C 0.98 -1.55 4.56
O 0.87 -0.29 4.68
O 0.89 -2.01 3.37
H 0.53 -2.27 6.54
H 2.22 -2.30 6.15
H 1.18 -3.51 5.47
```